1.
# C27H45ClF3O2PV

A molecular structure, C27H45ClF3O2PV in a non-equilibrium geometry (ωB97M-V/def2-TZVPD, OMol25).

Each line ends with the Mulliken charge.
Element x y z (Å)
V -1.5931 -0.2602 1.4504  -1.9838
Cl -3.7229 -0.8672 1.6776  -0.5669
P -0.2521 0.2989 -0.3207  1.3832
C -1.0183 1.0625 2.5914  -0.7906
H -0.1148 1.6805 2.5943  0.4473
H -1.8135 1.4704 3.2393  0.5331
C 1.1340 -0.6510 -1.1417  0.4643
C -0.1633 2.0927 -0.8408  -0.0792
C 2.4851 -0.0100 -0.8326  0.2214
H 1.0768 -1.6220 -0.6111  0.9557
C 3.6327 -0.9138 -1.2729  -0.6757
H 2.5575 0.9604 -1.3467  0.1984
H 2.5794 0.1987 0.2482  -1.1585
C 3.5255 -1.3218 -2.7476  -0.8183
H 4.5770 -0.3888 -1.0886  0.4207
H 3.6249 -1.8101 -0.6377  0.3771
C 2.1246 -1.8137 -3.1389  -1.0045
H 3.7957 -0.4631 -3.3772  0.3130
H 4.2574 -2.1089 -2.9591  0.4228
C 1.0035 -0.8928 -2.6515  -0.3484
H 2.0541 -1.9131 -4.2284  0.4006
H 1.9644 -2.8128 -2.7107  0.3873
H 1.0607 0.0713 -3.1765  0.1287
H 0.0310 -1.3283 -2.9069  0.0771
C -1.8324 -0.4404 -1.0376  -0.0146
C 0.3346 2.3570 -2.2633  -0.5956
H -1.2167 2.4232 -0.7582  0.9033
C 0.1761 3.8440 -2.5992  -1.0572
H 1.3943 2.0731 -2.3352  0.2161
H -0.2109 1.7557 -3.0030  0.0710
C 0.8841 4.7609 -1.5901  -0.7827
H 0.5642 4.0272 -3.6083  0.3963
H -0.8959 4.0859 -2.6128  0.3701
C 0.5682 4.4110 -0.1330  -0.9760
H 1.9696 4.6980 -1.7466  0.3146
H 0.5974 5.8008 -1.7823  0.4444
C 0.6668 2.9092 0.1594  0.2277
H 1.2421 4.9466 0.5455  0.4403
H -0.4553 4.7341 0.1022  0.3930
H 1.7149 2.5747 0.1408  0.2463
H 0.3268 2.7186 1.1826  -0.6126
C -1.8381 -1.9728 -1.1054  0.1119
H -2.5828 -0.1590 -0.2516  0.3398
C -3.2296 -2.4750 -1.5349  -0.7826
H -1.0922 -2.3184 -1.8328  0.3575
H -1.5811 -2.4364 -0.1373  -0.6942
C -3.7127 -1.8419 -2.8442  -0.7777
H -3.2053 -3.5672 -1.6372  0.4444
H -3.9442 -2.2396 -0.7334  0.2888
C -3.6533 -0.3135 -2.8125  -0.9481
H -3.1004 -2.2148 -3.6774  0.2810
H -4.7414 -2.1617 -3.0519  0.4019
C -2.3009 0.2354 -2.3407  -0.7022
H -3.8556 0.0821 -3.8154  0.4270
H -4.4437 0.0681 -2.1522  0.3872
H -1.5438 0.0616 -3.1214  0.2331
H -2.3841 1.3230 -2.2012  0.2103
C -0.2026 -1.4943 2.1939  0.9718
C -0.5682 -0.5285 3.2018  0.4084
H 0.8137 -1.3311 1.7970  0.2457
C -1.5953 -0.9070 4.2897  -0.8342
H 0.3799 -0.2666 3.7158  0.3925
C -1.6730 -2.4077 4.5736  -0.9930
H -1.3024 -0.3666 5.1959  0.3612
H -2.5894 -0.5217 4.0246  0.3882
C -1.6786 -3.2578 3.3037  -0.5873
H -0.8101 -2.6911 5.1904  0.3634
H -2.5708 -2.6242 5.1638  0.4124
C -0.4447 -2.9795 2.4359  -1.2698
H -1.6795 -4.3204 3.5843  0.3855
H -2.5940 -3.0789 2.7213  0.1731
H 0.4356 -3.3767 2.9643  0.4933
H -0.4956 -3.5292 1.4832  0.2097
F 4.5921 0.8390 4.6533  -0.2656
C 4.0314 1.3787 3.5407  0.6947
F 3.5265 2.6091 3.8806  -0.2737
F 5.0355 1.5903 2.6264  -0.2805
C 2.9075 0.4745 2.9004  0.4022
O 2.7362 -0.6540 3.4052  -0.7025
O 2.3210 1.0362 1.9314  -0.5634

LUMO level (spin up / spin down) = 2.490 / 2.488 eV
Kohn-Sham gap (spin up / spin down) = 6.69 / 7.05 eV
Charge = -1
Spin multiplicity = 3

2.
# C27H45F6IN2O5PS

3 unconnected molecules or ions with the total composition C27H45F6IN2O5PS in a non-equilibrium geometry (ωB97M-V/def2-TZVPD, OMol25).

Each line ends with the Mulliken charge.
Element x y z (Å)
C 0.9259 0.0036 2.7670  -0.2299
C 1.3359 0.0600 4.2643  -0.7770
C 0.3868 1.0037 5.0172  -0.9566
C -1.0778 0.5088 5.0745  -0.2098
C -2.0564 1.4846 4.3790  -0.4196
C -3.2884 0.7505 3.7524  -2.5595
C -2.9632 0.3907 2.3246  0.6968
C -2.6038 -0.8519 1.8975  -0.2847
C -2.5340 -2.0366 2.8187  -0.7948
C -3.0941 -3.3591 2.2167  -0.9825
C -4.2275 -3.1899 1.1689  -1.0337
I -1.4668 -4.5543 1.4424  0.1793
N -2.2988 -1.0382 0.6021  0.6345
C -2.3361 -0.1056 -0.3435  -0.3243
C -1.9559 -0.5983 -1.7299  -1.3150
C -0.7643 0.1661 -2.3890  0.7004
C -1.1052 0.6336 -3.8171  -1.0060
C -1.3954 -0.5586 -4.7535  -0.5204
C -0.1238 -1.4458 -4.8913  -0.7680
C -2.7158 1.1734 -0.0033  0.2218
P -2.7714 2.5177 -1.2995  0.6472
N -1.9019 3.8870 -0.6872  -0.5779
O -4.3165 3.0572 -1.5005  -0.5698
C -3.0184 1.4120 1.3409  1.6397
S -3.4835 3.0735 1.7521  -0.0976
H 1.7603 -0.2709 2.1196  0.5138
H 0.1713 -0.7840 2.6493  -0.2698
H 0.4611 0.9401 2.4473  -0.0037
H 2.3554 0.4559 4.2717  0.3852
H 1.3627 -0.9366 4.7116  0.3524
H 0.4518 1.9876 4.5420  0.3904
H 0.7703 1.1152 6.0359  0.3840
H -1.3727 0.4765 6.1266  0.4804
H -1.1959 -0.4830 4.6331  0.0518
H -2.3677 2.2895 5.0462  0.4717
H -1.5214 1.9529 3.5468  0.3736
H -3.5406 -0.1056 4.3763  0.4359
H -4.1491 1.4149 3.7883  0.2452
H -3.0120 -1.8583 3.7754  0.3699
H -1.4732 -2.2023 3.0361  0.1727
H -3.5180 -3.9208 3.0453  0.7404
H -5.0031 -3.9202 1.4059  0.4010
H -4.7093 -2.2103 1.1951  0.2602
H -3.8426 -3.4407 0.1798  0.3246
H -2.0156 -1.9799 0.3316  0.0690
H -1.6247 -1.6389 -1.6284  0.1076
H -2.8333 -0.6215 -2.3809  0.4997
H 0.1032 -0.4914 -2.4435  -0.0830
H -0.5152 1.0485 -1.7944  -0.0854
H -1.9669 1.3000 -3.7748  0.3317
H -0.2643 1.1858 -4.2494  0.4499
H -2.2330 -1.1520 -4.3797  0.2771
H -1.6325 -0.1471 -5.7368  0.4638
H 0.7300 -0.8768 -4.5264  -0.0523
H 0.0476 -1.7585 -5.9198  0.4296
H -0.2163 -2.3166 -4.2357  0.2487
H -1.1397 4.0306 -1.3428  0.2659
H -2.5317 4.6833 -0.7984  0.2655
H -4.9626 2.4300 -1.1481  0.3444
H -4.5644 2.8445 2.5241  0.2242
C 4.5299 -5.8143 -4.1439  -1.1036
C 4.7054 -5.2799 -2.7393  -0.2024
O 4.6358 -3.8382 -2.7217  -0.3052
C 3.4244 -3.3112 -2.7006  0.2744
O 2.3881 -3.9110 -2.6962  -0.5285
C 3.5255 -1.7810 -2.6351  0.9376
F 4.4380 -1.2978 -3.4797  -0.2703
F 3.8687 -1.3734 -1.4031  -0.2657
F 2.3559 -1.2057 -2.9359  -0.2665
H 5.2544 -5.3584 -4.8192  0.3093
H 4.6645 -6.8950 -4.1585  0.3721
H 3.5369 -5.5843 -4.5305  0.3098
H 5.6929 -5.5359 -2.3613  0.3227
H 3.9735 -5.7034 -2.0526  0.3084
C 3.0984 2.5976 -1.5329  -1.0947
C 2.1926 3.3158 -0.5542  0.0774
O 2.9523 3.9064 0.5107  -0.3453
C 3.4998 5.0912 0.2456  0.2863
O 3.4114 5.6858 -0.7859  -0.5005
C 4.2339 5.6148 1.4886  0.8639
F 4.9639 4.6556 2.0704  -0.2415
F 3.3541 6.0626 2.3968  -0.2465
F 5.0489 6.6165 1.1816  -0.2352
H 3.7193 1.8672 -1.0127  0.3288
H 2.5093 2.0835 -2.2938  0.2870
H 3.7701 3.2970 -2.0299  0.3527
H 1.5138 2.6028 -0.0861  0.2083
H 1.5811 4.0687 -1.0529  0.2391

LUMO level = -3.812 eV
Kohn-Sham gap = 7.08 eV
Charge = +1